Entry 1:
{"formula": "C4H9NO", "method": "wB97M-V/def2-TZVPD", "orbital_gap_ev": 8.786, "e_tot_ha": -287.66290, "species": ["O", "N", "C", "C", "C", "C", "H", "H", "H", "H", "H", "H", "H", "H", "H"], "coordinates": [[0.49, 1.72, -0.80], [-2.21, 0.20, -0.15], [0.07, -0.25, 0.04], [0.16, -1.08, -1.24], [1.15, -0.37, 1.06], [-1.12, 0.48, 0.37], [-3.12, 0.59, 0.06], [-1.15, 1.28, 1.17], [0.00, -0.57, -2.11], [0.98, 0.37, 1.92], [0.72, 2.30, -0.09], [-0.45, -1.88, -0.96], [1.28, -1.36, 1.45], [2.04, 0.10, 0.60], [1.15, -1.54, -1.33]], "mulliken_charge": [-0.71, -0.57, 0.97, -1.31, -1.30, -0.06, 0.25, 0.27, 0.39, 0.33, 0.25, 0.36, 0.38, 0.35, 0.38]}



Entry 2:
{"formula": "C35H39FN4O9S3Ti", "method": "wB97M-V/def2-TZVPD", "multiplicity": 3, "s_squared": 2.04, "orbital_gap_ev": [4.773, 6.912], "e_tot_ha": -4397.48551, "total_charge": -2, "species": ["Ti", "S", "S", "S", "F", "O", "O", "O", "O", "O", "O", "O", "O", "O", "N", "N", "N", "N", "C", "C", "C", "C", "C", "C", "C", "C", "C", "C", "C", "C", "C", "C", "C", "C", "C", "C", "C", "C", "C", "C", "C", "C", "C", "C", "C", "C", "C", "C", "C", "C", "C", "C", "C", "H", "H", "H", "H", "H", "H", "H", "H", "H", "H", "H", "H", "H", "H", "H", "H", "H", "H", "H", "H", "H", "H", "H", "H", "H", "H", "H", "H", "H", "H", "H", "H", "H", "H", "H", "H", "H", "H", "H"], "coordinates": [[-0.02, 0.81, 0.52], [0.39, -0.79, 5.03], [-2.23, -2.26, 1.61], [2.39, -2.87, 6.00], [2.62, -5.28, -0.48], [-1.16, -0.45, -0.39], [-2.24, -3.69, 1.10], [-4.62, 5.32, -2.55], [-5.77, 3.34, -2.50], [1.32, -0.55, 0.26], [1.13, 2.17, -0.17], [2.03, 3.00, -2.02], [2.10, -1.96, 3.52], [-2.43, -0.71, -2.18], [-1.56, 2.10, -0.28], [3.74, -0.57, -3.14], [1.54, 1.03, 2.41], [-1.22, 0.71, 2.33], [-2.30, 1.46, -1.19], [-4.78, 4.10, -2.33], [4.88, -0.44, -4.09], [2.58, -1.76, -1.35], [4.81, -2.96, -4.16], [1.76, 2.05, -1.33], [-1.97, -0.03, -1.33], [-1.77, 1.91, 3.03], [-6.56, 0.70, -1.50], [-0.69, 2.60, 3.87], [2.23, 0.64, -1.69], [2.87, -4.13, -1.14], [2.01, -0.54, -0.89], [2.31, -2.96, -0.68], [3.68, -4.18, -2.24], [-5.60, -0.09, -0.63], [1.76, 2.32, 3.12], [-2.84, -2.31, 3.27], [1.67, -1.92, 4.81], [-5.17, 0.41, 0.61], [-5.11, -1.32, -1.02], [-3.57, 3.40, -1.72], [3.95, -2.99, -2.93], [-4.16, -2.01, -0.27], [-1.73, 3.41, -0.20], [3.44, -1.79, -2.47], [-2.71, 4.09, -0.91], [-3.70, -1.47, 0.91], [0.50, 3.19, 3.05], [5.79, 0.73, -3.71], [3.04, 0.58, -2.79], [-4.23, -0.26, 1.37], [-3.32, 2.05, -1.89], [5.70, -1.72, -4.10], [3.09, -2.93, 3.10], [4.18, -2.90, -5.06], [0.23, 3.24, 2.00], [-3.69, -3.00, 3.29], [-2.01, -2.68, 3.90], [2.58, 2.85, 2.66], [-5.56, 1.37, 0.95], [3.16, 1.46, -3.40], [4.03, -2.76, 3.61], [3.20, -2.78, 2.03], [6.38, -1.67, -4.96], [1.63, -2.95, 0.17], [2.01, 2.13, 4.17], [2.76, -3.94, 3.31], [-1.07, 3.93, 0.46], [-2.17, 2.59, 2.30], [-3.94, 0.17, 2.32], [-2.58, 1.62, 3.69], [6.30, -1.77, -3.19], [0.73, 4.20, 3.40], [5.41, -3.87, -4.23], [-3.13, -1.31, 3.61], [-1.18, 3.39, 4.44], [-0.81, 0.08, 3.02], [-3.92, 1.44, -2.55], [-1.98, 0.21, 1.85], [-6.10, 1.63, -1.84], [-7.46, 0.98, -0.93], [4.11, -5.13, -2.57], [-2.82, 5.16, -0.83], [1.30, 0.29, 3.10], [-5.43, -1.74, -1.98], [5.31, 1.70, -3.88], [2.36, 0.72, 1.93], [6.05, 0.66, -2.65], [4.48, -0.27, -5.09], [-0.31, 1.87, 4.59], [6.71, 0.69, -4.31], [-3.74, -2.95, -0.61], [-6.87, 0.12, -2.38]], "lowdin_spin": [0.89, 0.00, 0.00, 0.00, -0.01, 0.00, 0.00, 0.00, 0.00, 0.13, 0.01, 0.00, 0.00, 0.00, 0.01, 0.11, 0.01, 0.02, 0.01, 0.00, 0.01, 0.02, 0.00, 0.00, 0.00, 0.01, 0.00, 0.00, 0.01, 0.01, 0.23, 0.09, 0.12, 0.00, 0.00, 0.00, 0.00, 0.00, 0.00, 0.01, 0.04, 0.00, 0.01, 0.04, 0.00, 0.00, 0.00, 0.00, 0.18, 0.00, 0.00, 0.00, 0.00, 0.00, 0.00, 0.00, 0.00, 0.00, 0.00, 0.01, 0.00, 0.00, 0.00, 0.01, 0.00, 0.00, 0.00, 0.00, 0.00, 0.00, 0.00, 0.00, 0.00, 0.00, 0.00, 0.00, 0.00, 0.00, 0.00, 0.00, 0.01, 0.00, 0.00, 0.00, 0.00, 0.00, 0.00, 0.00, 0.00, 0.00, 0.00, 0.00]}



Entry 3:
{"formula": "C7H14N", "method": "wB97M-V/def2-TZVPD", "orbital_gap_ev": 5.877, "e_tot_ha": -329.52455, "total_charge": 1, "species": ["N", "C", "C", "C", "C", "C", "C", "C", "H", "H", "H", "H", "H", "H", "H", "H", "H", "H", "H", "H", "H", "H"], "coordinates": [[-0.43, 3.05, 0.33], [-1.23, 1.39, -1.10], [-1.11, 1.84, 0.18], [-0.09, -2.41, 0.95], [0.36, -3.14, -1.35], [0.67, -2.29, -0.34], [-0.43, 3.83, 1.38], [1.66, -1.10, -0.38], [0.42, -3.08, 1.69], [2.23, -1.05, 0.54], [-0.48, -3.81, -1.19], [0.09, 3.44, -0.51], [-1.03, -2.91, 0.76], [0.94, -3.19, -2.25], [-0.65, 1.87, -1.88], [-0.96, 3.46, 2.25], [-0.26, -1.40, 1.43], [1.05, -0.12, -0.39], [-1.77, 0.46, -1.38], [2.40, -1.11, -1.19], [-1.54, 1.50, 1.11], [0.17, 4.76, 1.34]], "mulliken_charge": [-0.07, -0.71, 0.19, -1.13, -0.97, 0.90, -0.08, -0.87, 0.29, 0.32, 0.26, 0.33, 0.41, 0.31, 0.24, 0.25, 0.18, -0.03, 0.27, 0.38, 0.27, 0.27]}



It is found that the energy above the lowest of the compared OMol25 structures with the same formula, charge and spin values, taken in the order of the records, are 445.2, 136.3, 217.9 kJ/mol.